# 1
Entry from the OMol25 dataset: a single C19H18N2O3S molecule (ωB97M-V/def2-TZVPD).

Computed properties:
Energy in eV: -39941.4442
Gap between HOMO and LUMO in eV: 7.9
Structure (SMILES): CCOC(=O)CSc1nc(COc2ccccc2)nc2ccccc12
LUMO in eV: -0.431
Net charge: 0

Atoms and positions in Å:
C1 -0.0664 1.7291 3.2058
C2 0.7253 2.8380 2.2766
O1 1.6325 2.2345 1.3002
C3 1.0490 2.4302 0.1632
O2 0.1620 3.2840 -0.0326
C4 1.9355 1.5651 -1.0342
S1 2.4337 -0.1154 -0.3767
C5 1.1191 -0.8080 0.2397
N1 0.0853 0.1265 0.0554
C6 -1.2990 -0.6086 0.3934
C7 -2.5147 0.2179 0.0084
O3 -2.2317 1.3549 -0.7542
C8 -1.7604 0.8073 -2.1698
C9 -1.3540 1.9868 -2.6729
C10 -0.7471 1.8614 -3.9957
C11 -0.5031 0.4369 -4.6079
C12 -0.8025 -0.5792 -3.7924
C13 -1.5824 -0.3863 -2.5739
N2 -1.2265 -1.6814 1.0674
C14 -0.2944 -2.3573 1.5285
C15 -0.2836 -3.3973 2.2246
C16 0.8135 -4.2214 2.5121
C17 2.0945 -3.8052 1.8278
C18 2.0987 -2.6632 1.3239
C19 1.1517 -1.9226 0.9680
H1 -0.5921 2.2910 4.1115
H2 0.5178 0.8127 3.7308
H3 -0.7195 1.1703 2.7018
H4 1.4763 3.2581 2.8075
H5 0.0899 3.5351 1.9454
H6 1.2702 1.3288 -1.8517
H7 2.7012 2.2560 -1.3183
H8 -2.9083 0.6307 0.9774
H9 -3.3440 -0.7083 -0.1945
H10 -1.6686 3.0005 -2.2771
H11 -0.2157 2.6477 -4.7006
H12 -0.1470 0.2438 -5.5957
H13 -0.7644 -1.5392 -4.0835
H14 -1.7908 -1.1644 -1.9040
H15 -1.1106 -4.0445 2.2567
H16 0.6428 -5.2262 3.0782
H17 2.9013 -4.4407 2.1933
H18 3.0265 -2.3782 1.0381

Atoms 1-2, force components in eV/Å:
3.584 1.996 3.630
1.213 -5.528 3.765


# 2
Entry from the OMol25 dataset: a single C19H18N2O4S molecule (ωB97M-V/def2-TZVPD).

Computed properties:
Energy in eV: -42001.2982
Gap between HOMO and LUMO in eV: 8.3
Structure (SMILES): CCOC(=O)Cc1csc(NC(=O)COc2ccc3ccccc3c2)n1
LUMO in eV: 0.422
Net charge: 0

Atoms and positions in Å:
C1 1.5148 -1.9736 -1.7950
C2 0.0662 -2.4027 -1.6171
O1 -0.8430 -1.4407 -2.1607
C3 -0.9910 -1.4129 -3.4813
O2 -0.4439 -2.1542 -4.2517
C4 -1.9521 -0.3033 -3.8991
C5 -1.4098 1.0088 -3.4390
C6 -0.7923 1.9506 -4.1984
S1 -0.2426 3.2640 -3.2197
C7 -0.8950 2.4067 -1.8209
N1 -0.7339 2.9331 -0.5724
C8 -0.9758 2.3632 0.6691
O3 -0.6083 2.9409 1.6590
C9 -1.7210 1.0390 0.6744
O4 -1.5990 0.3686 1.9007
C10 -0.3891 -0.1784 2.2210
C11 0.7592 -0.0884 1.4100
C12 1.9239 -0.6914 1.7963
C13 2.0128 -1.4120 3.0022
C14 3.2028 -2.0436 3.4190
C15 3.2515 -2.7290 4.5998
C16 2.1116 -2.8127 5.4165
C17 0.9439 -2.2123 5.0403
C18 0.8589 -1.4966 3.8259
C19 -0.3277 -0.8718 3.4088
N2 -1.4645 1.2933 -2.1092
H1 2.1642 -2.6766 -1.2818
H2 1.6675 -0.9825 -1.3756
H3 1.7736 -1.9571 -2.8508
H4 -0.1049 -3.3668 -2.1065
H5 -0.1959 -2.4676 -0.5590
H6 -2.9105 -0.4832 -3.4103
H7 -2.0638 -0.3269 -4.9816
H8 -0.6297 1.9589 -5.2560
H9 -0.2648 3.8313 -0.5235
H10 -1.4170 0.4129 -0.1724
H11 -2.7881 1.2588 0.5637
H12 0.7314 0.4668 0.4846
H13 2.8029 -0.6155 1.1716
H14 4.0766 -1.9734 2.7862
H15 4.1656 -3.2105 4.9151
H16 2.1688 -3.3577 6.3476
H17 0.0658 -2.2742 5.6667
H18 -1.2118 -0.9284 4.0246

Atoms 1-2, force components in eV/Å:
-0.390 0.010 -0.109
0.430 -0.392 0.031


# 3
Entry from the OMol25 dataset: a single C19H18N2O6 molecule (ωB97M-V/def2-TZVPD).

Computed properties:
Energy in eV: -35255.7451
Gap between HOMO and LUMO in eV: 8.2
Structure (SMILES): CC(=O)[C@H](C)OC(=O)c1c(C)nc(C)c(C(=O)O)c1-c1ccccc1N=O
LUMO in eV: -0.865
Net charge: 0

Atoms and positions in Å:
C1 0.6247 -3.0916 -2.4877
C2 0.0050 -1.7398 -2.9735
O1 -1.1053 -1.7397 -3.5501
C3 1.0086 -0.5405 -2.8798
C4 2.4787 -0.9679 -3.2050
O2 1.0831 -0.0630 -1.4561
C5 0.1610 0.9429 -1.2555
O3 -0.6555 1.3388 -2.1084
C6 0.1600 1.5164 0.1011
C7 0.7753 2.7192 0.3200
C8 1.1530 3.5977 -0.7992
N1 0.9922 3.0619 1.5532
C9 0.4199 2.4961 2.5404
C10 0.8692 2.9847 3.9181
C11 -0.3040 1.2539 2.3820
C12 -0.7610 0.5191 3.5157
O4 0.1056 0.1041 4.3255
O5 -2.0484 0.2118 3.6700
C13 -0.6286 0.9129 1.1007
C14 -1.3033 -0.3870 0.7217
C15 -2.6229 -0.3652 0.2869
C16 -3.1216 -1.4244 -0.3733
C17 -2.5666 -2.7525 -0.2622
C18 -1.2367 -2.8116 0.3704
C19 -0.6187 -1.5865 0.7991
N2 0.5754 -1.4597 1.5013
O6 1.1727 -2.4942 1.6204
H1 -0.2271 -3.6372 -2.0332
H2 1.0875 -3.5936 -3.3314
H3 1.4178 -2.8334 -1.7770
H4 0.6953 0.2949 -3.4771
H5 2.9916 -1.7311 -2.5186
H6 2.6563 -1.3845 -4.1624
H7 3.1956 -0.1244 -3.0872
H8 0.5097 3.4543 -1.6455
H9 2.1006 3.3688 -1.1317
H10 1.0732 4.6634 -0.3744
H11 1.4026 3.8745 3.7096
H12 1.6448 2.3374 4.4682
H13 -0.0100 3.2409 4.4527
H14 -2.1178 -0.2365 4.4675
H15 -3.1081 0.6023 0.2853
H16 -3.9966 -1.3350 -0.9885
H17 -3.2169 -3.5491 -0.6864
H18 -0.7104 -3.6479 0.4543

Atoms 1-2, force components in eV/Å:
-1.157 1.649 0.645
-1.433 -1.377 -1.868


# 4
Entry from the OMol25 dataset: a molecular structure, C19H18N3O2Re (ωB97M-V/def2-TZVPD).

Computed properties:
Energy in eV: -30661.1273
Gap between HOMO and LUMO (spin up / spin down) in eV: 5.5 / 5.9
Multiplicity: 2
LUMO (spin up / spin down) in eV: -13.055 / -12.608
Net charge: +3

Atoms and positions in Å:
Re1 -0.0007 -0.3730 -0.3907
C1 3.0039 -2.0959 0.5254
C2 3.1926 -0.6540 0.2333
C3 4.4959 -0.1353 0.3259
C4 4.7179 1.2158 0.1734
C5 3.6308 2.0388 -0.1031
C6 2.3672 1.4759 -0.2333
N1 2.1506 0.1366 -0.0687
C7 1.1783 2.2883 -0.5027
C8 1.2052 3.6211 -0.9189
C9 0.0059 4.2861 -1.1404
C10 -1.1956 3.6250 -0.9186
C11 -1.1722 2.2916 -0.5023
N2 0.0022 1.6329 -0.3271
C12 -2.3638 1.4826 -0.2328
C13 -3.6253 2.0488 -0.1015
C14 -4.7150 1.2292 0.1745
C15 -4.4965 -0.1224 0.3258
C16 -3.1954 -0.6457 0.2332
C17 -3.0110 -2.0880 0.5231
N3 -2.1509 0.1423 -0.0686
H1 3.7955 -2.4404 1.1921
H2 3.0830 -2.6946 -0.3858
H3 2.0552 -2.2699 1.0251
H4 5.3157 -0.8033 0.5490
H5 5.7090 1.6331 0.2825
H6 3.7731 3.1032 -0.1941
H7 2.1369 4.1379 -1.0926
H8 0.0072 5.3128 -1.4803
H9 -2.1261 4.1445 -1.0920
H10 -3.7648 3.1141 -0.1921
H11 -5.7050 1.6500 0.2839
H12 -5.3191 -0.7872 0.5487
H13 -3.8003 -2.4299 1.1932
H14 -2.0603 -2.2679 1.0162
H15 -3.0995 -2.6850 -0.3878
C18 -0.0039 -4.7569 0.5577
O1 -0.0042 -3.3218 0.8692
C19 -0.0031 -2.4239 0.0056
O2 0.0020 -2.3167 -1.2031
H16 -0.0043 -5.2649 1.5211
H17 0.8876 -5.0192 -0.0117
H18 -0.8967 -5.0145 -0.0113

Atoms 1-2, force components in eV/Å:
-0.002 -2.823 -0.919
-0.047 -0.266 0.063


# 5
Entry from the OMol25 dataset: a molecular structure, C19H18N3OOs (ωB97M-V/def2-TZVPD).

Computed properties:
Energy in eV: -28951.1092
Gap between HOMO and LUMO (spin up / spin down) in eV: 6.3 / 6.4
LUMO (spin up / spin down) in eV: -12.376 / -12.267
Net charge: +3

Atoms and positions in Å:
Os1 0.3093 -0.0659 0.1741
C1 1.7584 0.1577 4.1751
C2 1.8319 1.5299 4.3760
C3 1.4080 2.4084 3.3707
C4 0.9323 1.9000 2.1997
N1 0.8842 0.5399 1.9955
C5 1.2958 -0.3122 2.9736
C6 0.4503 2.6458 1.0400
C7 0.3141 4.0006 0.9675
C8 -0.1536 4.5624 -0.2321
C9 -0.4770 3.7793 -1.3685
C10 -0.3362 2.4322 -1.3197
C11 0.1352 1.8033 -0.1112
H1 2.0657 -0.5425 4.9393
H2 2.2182 1.9248 5.3078
H3 1.4623 3.4771 3.5216
H4 1.2203 -1.3691 2.7592
H5 0.5510 4.6495 1.8002
H6 -0.2674 5.6378 -0.3000
H7 -0.8385 4.2720 -2.2606
H8 -0.5742 1.8350 -2.1913
C12 -2.2450 -3.5233 0.3882
C13 -1.4858 -2.4863 -0.3486
O1 -0.7507 -1.6641 0.3287
N2 -1.5382 -2.3606 -1.6460
C14 -0.8720 -1.2596 -2.3359
C15 0.6345 -1.3894 -2.3821
C16 1.2984 -2.1290 -3.3255
C17 2.6911 -2.1586 -3.3238
C18 3.3860 -1.4155 -2.3829
C19 2.6810 -0.6931 -1.4476
N3 1.3254 -0.6915 -1.4382
H9 -3.0332 -3.0243 0.9585
H10 -1.5828 -4.0194 1.0971
H11 -2.6953 -4.2539 -0.2805
H12 -2.1152 -3.0098 -2.1671
H13 -1.1552 -0.3248 -1.8344
H14 -1.2744 -1.1901 -3.3440
H15 0.7335 -2.6665 -4.0778
H16 3.2228 -2.7434 -4.0645
H17 4.4674 -1.3937 -2.3668
H18 3.1717 -0.0915 -0.6989

Atoms 1-2, force components in eV/Å:
0.049 0.518 -0.316
0.054 0.048 0.260